1.
# C5H12O2

A 3-piece molecular cluster, C5H12O2 overall in a non-equilibrium geometry (the ωB97M-V functional and the def2-TZVPD basis, the Open Molecules 2025 dataset).

Each line ends with the natural charge from an NBO analysis.
Element x y z (Å)
1 C 0.37 0.69 -0.73  0.0447
2 C -0.53 1.12 -1.70  -0.0649
3 C 0.73 -0.74 -0.61  -0.5561
4 C 2.02 -0.97 0.11  -0.1578
5 C 3.03 -0.10 0.07  -0.2839
6 H 0.73 1.52 -0.13  0.2365
7 H -0.74 2.17 -1.80  0.2256
8 H -0.95 0.41 -2.40  0.2190
9 H -0.14 -1.05 0.01  0.3457
10 H 0.61 -1.24 -1.58  0.2988
11 H 2.02 -1.84 0.76  0.2377
12 H 3.71 0.07 0.90  0.2379
13 H 3.14 0.54 -0.80  0.2067
14 H -3.73 -1.25 -0.11  0.4773
15 H -3.18 -0.24 0.84  0.4786
16 O -3.45 -0.33 -0.08  -0.9520
17 H -0.52 0.06 2.66  0.4842
18 H -1.69 1.05 2.28  0.4847
19 O -1.42 0.13 2.33  -0.9627

Results
gap between HOMO and LUMO (spin up / spin down) = 10.2 / 5.5 eV
energy above the lowest of the compared OMol25 structures with the same formula, charge and spin = 33.20 kcal per mole
spin multiplicity = 2
lowest unoccupied orbital energy (spin up / spin down) = -4.3308 / -8.6173 eV
charge = +1



2.
# C6H15N3O

A 2-piece molecular cluster, C6H15N3O overall in a non-equilibrium geometry (the ωB97M-V functional and the def2-TZVPD basis, the Open Molecules 2025 dataset).

Each line ends with the natural charge from an NBO analysis.
Element x y z (Å)
1 C -1.00 1.33 -1.40  -0.5923
2 C -0.82 0.50 -0.33  0.2763
3 C -1.53 0.80 0.97  -0.6755
4 N -0.71 -1.03 -0.61  -0.6055
5 C -1.45 -2.04 0.11  -0.4077
6 H -0.64 1.08 -2.39  0.2056
7 H -1.53 2.26 -1.28  0.2160
8 H -1.41 1.85 1.23  0.2327
9 H -2.60 0.60 0.86  0.2268
10 H -1.16 0.19 1.79  0.2133
11 H -0.56 -1.21 -1.60  0.4054
12 H -1.06 -2.13 1.13  0.1911
13 H -1.35 -3.00 -0.40  0.2240
14 H -2.50 -1.77 0.17  0.1925
15 C 1.77 0.81 1.36  -0.4029
16 N 1.32 0.32 0.06  -0.3295
17 N 1.91 1.08 -0.98  -0.6765
18 C 1.26 -1.18 -0.19  0.5446
19 O 1.74 -1.65 -1.23  -0.6881
20 H 1.44 0.14 2.14  0.1919
21 H 2.85 0.92 1.35  0.2013
22 H 1.33 1.80 1.54  0.2009
23 H 1.15 1.62 -1.41  0.3574
24 H 2.23 0.40 -1.68  0.3755
25 H 1.33 -1.68 0.79  0.1229

Results
gap between HOMO and LUMO = 8.8 eV
SMILES = C=C(C)NC.CN(N)C=O
energy above the lowest of the compared OMol25 structures with the same formula, charge and spin = 95.97 kcal per mole
spin multiplicity = 1
lowest unoccupied orbital energy = 0.7927 eV



3.
# CHOP3

A single CHOP3 molecule in a non-equilibrium geometry (the ωB97M-V functional and the def2-TZVPD basis, the Open Molecules 2025 dataset).

Each line ends with the natural charge from an NBO analysis.
Element x y z (Å)
1 O -1.50 0.99 -1.57  -1.0321
2 P -1.33 0.18 -0.31  1.2451
3 P 0.39 -1.63 -0.22  0.1811
4 P 0.95 -0.97 1.57  0.3632
5 C 0.33 0.38 0.38  -1.0020
6 H 1.15 1.04 0.14  0.2446

Results
gap between HOMO and LUMO = 7.5 eV
SMILES = O=P1=P2=P[C@H]12
energy above the lowest of the compared OMol25 structures with the same formula, charge and spin = 24.52 kcal per mole
spin multiplicity = 1
lowest unoccupied orbital energy = -1.7982 eV



4.
# C83H191N7O16

A 16-piece molecular cluster, C83H191N7O16 overall in a non-equilibrium geometry (the ωB97M-V functional and the def2-TZVPD basis, the Open Molecules 2025 dataset).

Each line ends with the Mulliken charge.
Element x y z (Å)
1 C 16.52 15.34 17.64  -1.1766
2 C 15.52 14.33 18.11  3.0609
3 C 14.31 14.50 17.17  -1.1476
4 C 13.33 13.30 17.22  -0.7469
5 C 14.12 12.06 16.88  -1.5954
6 C 15.25 11.80 17.88  1.6448
7 N 16.12 12.99 17.87  1.2579
8 O 17.19 12.85 18.79  -0.6638
9 C 14.71 11.33 19.20  -1.8780
10 C 16.11 10.66 17.31  -1.8831
11 C 15.14 14.67 19.53  -1.7290
12 H 16.84 15.24 16.61  0.0810
13 H 17.45 15.25 18.22  0.3796
14 H 16.23 16.36 17.83  -0.3065
15 H 13.73 15.42 17.37  -0.4782
16 H 14.65 14.58 16.13  0.3679
17 H 12.57 13.46 16.46  0.3716
18 H 12.79 13.21 18.17  0.3974
19 H 14.52 12.16 15.86  0.2986
20 H 13.47 11.18 16.85  0.5045
21 H 13.93 11.95 19.64  0.3379
22 H 14.30 10.33 19.09  0.4984
23 H 15.46 11.20 19.98  0.3502
24 H 15.52 9.77 17.08  0.4415
25 H 16.64 10.97 16.40  0.2546
26 H 16.88 10.43 18.04  0.4204
27 H 14.73 15.68 19.53  -0.0108
28 H 16.05 14.65 20.13  0.6098
29 H 14.42 14.00 20.01  0.3167
30 H 16.71 12.77 19.62  0.3572
31 C 17.69 20.55 17.90  0.2630
32 C 17.80 20.13 16.44  3.0851
33 C 18.82 18.93 16.36  -0.1548
34 C 18.80 18.28 15.03  0.0559
35 C 17.40 17.88 14.61  -0.3142
36 C 16.39 19.05 14.70  2.3589
37 N 16.46 19.60 16.08  1.0149
38 O 15.54 20.70 16.08  0.6266
39 C 16.63 20.02 13.49  1.0035
40 C 15.01 18.46 14.51  -1.1587
41 C 18.36 21.34 15.65  -0.0954
42 H 17.18 19.79 18.50  -1.1881
43 H 17.10 21.46 18.07  -0.1090
44 H 18.66 20.72 18.39  -0.1907
45 H 19.80 19.30 16.69  -0.3200
46 H 18.40 18.24 17.10  -0.2923
47 H 19.47 17.40 15.03  0.9975
48 H 19.17 18.87 14.19  -0.9714
49 H 17.13 17.10 15.33  -0.9273
50 H 17.28 17.42 13.64  -0.0790
51 H 16.17 19.52 12.63  -0.6128
52 H 16.10 20.97 13.64  -0.2725
53 H 17.67 20.19 13.26  -1.3586
54 H 14.25 19.26 14.49  0.0162
55 H 14.91 17.90 13.56  0.5853
56 H 14.75 17.81 15.33  -0.4086
57 H 19.10 21.88 16.27  0.2057
58 H 17.60 22.10 15.49  -0.5505
59 H 18.90 21.10 14.75  -0.8146
60 H 15.22 20.71 16.99  -0.5920
61 C 10.70 19.26 10.37  -1.9449
62 C 11.63 19.25 11.60  2.1231
63 C 11.17 20.14 12.73  -0.5101
64 C 9.97 19.50 13.49  -0.9622
65 C 10.49 18.23 14.13  -0.7926
66 C 11.03 17.23 13.11  1.6332
67 N 11.98 17.92 12.22  1.2031
68 O 12.32 17.00 11.21  -0.6754
69 C 11.87 16.17 13.90  -1.7651
70 C 9.86 16.42 12.45  -1.8382
71 C 13.01 19.75 11.18  -1.7703
72 H 10.66 20.28 9.95  0.4563
73 H 9.68 18.96 10.61  0.3097
74 H 11.05 18.60 9.58  0.4023
75 H 12.01 20.20 13.43  0.0753
76 H 10.92 21.13 12.34  0.0839
77 H 9.18 19.18 12.80  0.2837
78 H 9.54 20.15 14.27  0.4235
79 H 9.76 17.79 14.81  0.4498
80 H 11.35 18.47 14.79  -0.1903
81 H 12.27 15.36 13.28  0.4174
82 H 12.75 16.68 14.33  0.0205
83 H 11.27 15.76 14.71  0.5115
84 H 9.33 15.85 13.23  0.4177
85 H 9.12 17.07 11.99  0.3334
86 H 10.22 15.70 11.71  0.3841
87 H 13.44 19.19 10.34  0.4521
88 H 13.72 19.69 12.00  0.0742
89 H 13.00 20.81 10.89  0.1068
90 H 13.26 16.92 11.41  0.3637
91 C 20.10 16.43 11.48  -1.5087
92 C 19.93 17.22 10.15  2.1398
93 C 19.92 16.32 8.93  -1.3687
94 C 18.56 15.71 8.59  -0.7052
95 C 17.53 16.83 8.48  -1.4374
96 C 17.42 17.58 9.79  2.5928
97 N 18.77 18.09 10.01  -0.3331
98 O 18.71 18.86 11.20  1.7349
99 C 16.53 18.73 9.52  -2.3345
100 C 16.67 16.69 10.82  -1.6492
101 C 21.13 18.13 9.99  -1.9075
102 H 19.39 15.61 11.63  0.2060
103 H 20.06 17.01 12.40  -0.1177
104 H 21.08 15.93 11.51  0.5183
105 H 20.21 16.89 8.04  0.3426
106 H 20.63 15.51 9.07  0.4437
107 H 18.23 14.98 9.34  0.3175
108 H 18.53 15.14 7.67  0.5065
109 H 16.57 16.47 8.10  0.4363
110 H 17.97 17.56 7.78  0.3744
111 H 15.61 18.44 9.00  0.4935
112 H 16.31 19.31 10.41  0.0708
113 H 17.02 19.39 8.80  0.2698
114 H 17.13 15.75 11.12  0.2479
115 H 16.47 17.23 11.75  0.0250
116 H 15.71 16.43 10.37  0.4651
117 H 21.24 18.79 10.86  -0.2223
118 H 20.97 18.70 9.08  0.5697
119 H 22.02 17.53 9.86  0.5335
120 H 18.43 19.74 10.93  -0.6125
121 C 15.82 24.18 11.23  -1.3508
122 C 14.57 25.16 11.14  2.1275
123 C 13.27 24.35 10.97  -1.8341
124 C 12.85 23.66 12.28  1.3532
125 C 12.74 24.76 13.37  -1.7466
126 C 14.05 25.54 13.57  1.8943
127 N 14.35 26.07 12.23  0.0934
128 O 15.56 26.79 12.39  -0.4827
129 C 13.67 26.70 14.48  -2.2404
130 C 15.08 24.63 14.28  -0.0062
131 C 14.76 25.96 9.88  -2.2206
132 H 16.66 24.80 11.50  0.6369
133 H 15.94 23.74 10.23  0.6154
134 H 15.70 23.36 11.93  -0.4137
135 H 12.40 24.99 10.77  0.4318
136 H 13.31 23.57 10.22  0.3666
137 H 13.61 22.91 12.56  -0.5253
138 H 11.91 23.11 12.17  0.0671
139 H 12.38 24.26 14.27  0.1573
140 H 11.98 25.48 13.04  0.5221
141 H 13.00 27.35 13.91  0.5414
142 H 13.27 26.35 15.42  0.1892
143 H 14.59 27.25 14.72  0.4201
144 H 15.05 23.58 13.95  -1.2346
145 H 16.10 25.00 14.15  0.5455
146 H 14.93 24.66 15.35  0.4228
147 H 13.99 26.75 9.87  0.5095
148 H 14.63 25.34 9.00  0.4003
149 H 15.75 26.41 9.87  0.3855
150 H 15.22 27.68 12.30  0.3857
151 C 13.02 23.56 17.77  -1.9146
152 C 11.67 23.57 18.42  2.1926
153 C 10.62 23.85 17.33  -1.0736
154 C 9.21 23.54 17.81  -0.8104
155 C 9.13 22.12 18.34  -1.1303
156 C 10.14 21.83 19.44  1.4806
157 N 11.46 22.16 18.91  0.6265
158 O 12.36 21.97 19.99  -0.4139
159 C 9.67 22.49 20.76  -1.5727
160 C 10.13 20.34 19.67  -1.8681
161 C 11.67 24.72 19.43  -1.8054
162 H 13.18 24.44 17.16  0.2341
163 H 13.14 22.63 17.19  0.2048
164 H 13.76 23.57 18.58  0.1582
165 H 10.69 24.89 17.00  0.4179
166 H 10.79 23.21 16.45  0.1937
167 H 8.53 23.71 16.98  0.4944
168 H 8.91 24.24 18.61  0.3111
169 H 9.34 21.45 17.51  0.2100
170 H 8.11 21.85 18.61  0.4399
171 H 8.67 22.07 20.95  0.4414
172 H 10.34 22.18 21.57  0.2899
173 H 9.64 23.56 20.69  0.3072
174 H 9.14 19.96 19.94  0.4969
175 H 10.45 19.78 18.79  0.1810
176 H 10.83 20.04 20.47  0.3522
177 H 12.20 24.40 20.32  0.4241
178 H 10.71 25.14 19.72  0.3562
179 H 12.28 25.52 19.02  0.4558
180 H 12.82 21.19 19.65  0.2454
181 C 19.73 28.57 18.80  -1.9471
182 C 20.08 27.31 18.06  1.7949
183 C 20.85 26.39 18.93  -1.3704
184 C 19.97 25.42 19.78  -0.5495
185 C 19.15 24.66 18.75  -0.9139
186 C 18.17 25.56 17.99  2.7236
187 N 19.00 26.59 17.36  0.7073
188 O 18.17 27.59 16.80  -0.6133
189 C 17.59 24.82 16.80  -1.5597
190 C 17.04 26.04 18.85  -1.9300
191 C 21.03 27.73 16.96  -1.7970
192 H 19.17 28.48 19.73  0.3447
193 H 19.20 29.31 18.24  0.3684
194 H 20.62 29.02 19.22  0.4910
195 H 21.49 25.79 18.27  0.1261
196 H 21.59 26.92 19.55  0.5450
197 H 19.42 25.90 20.61  0.4525
198 H 20.65 24.72 20.29  0.2773
199 H 18.60 23.87 19.30  -0.2348
200 H 19.83 24.20 18.02  0.1835
201 H 16.91 25.48 16.26  0.8687
202 H 18.31 24.42 16.09  0.0157
203 H 16.96 23.98 17.13  -0.2611
204 H 16.46 26.79 18.32  0.4434
205 H 16.38 25.21 19.10  0.2347
206 H 17.36 26.48 19.81  0.3420
207 H 21.97 28.14 17.35  0.3616
208 H 20.60 28.50 16.33  0.4448
209 H 21.37 26.88 16.36  0.2086
210 H 18.31 27.52 15.86  0.3325
211 C 21.93 23.74 15.04  -0.5099
212 C 22.71 23.43 13.76  1.3306
213 C 22.81 24.66 12.86  -1.6890
214 O 24.06 23.04 13.98  -0.6954
215 H 21.78 22.81 15.64  -0.1643
216 H 20.91 24.11 14.82  0.0547
217 H 22.35 24.46 15.74  0.3987
218 H 22.15 22.61 13.27  -0.3142
219 H 23.34 24.37 11.95  0.4079
220 H 23.38 25.51 13.24  0.4127
221 H 21.81 24.95 12.53  0.3218
222 H 24.02 22.31 14.61  0.4036
223 C 19.15 22.33 12.00  -0.4061
224 C 19.30 22.46 10.51  0.5134
225 C 20.73 22.07 10.06  -1.2894
226 O 18.33 21.58 9.96  -0.5962
227 H 19.54 21.37 12.35  -0.1448
228 H 18.09 22.35 12.23  -0.3139
229 H 19.62 23.13 12.57  0.6724
230 H 19.06 23.49 10.20  0.4182
231 H 20.99 21.02 10.25  0.0962
232 H 21.47 22.67 10.59  0.2571
233 H 20.84 22.18 8.98  0.4517
234 H 18.39 21.43 9.02  0.2407
235 C 21.30 16.02 17.47  -0.0708
236 C 21.96 16.14 18.87  -0.2115
237 O 23.03 17.06 18.77  -0.5658
238 H 20.76 16.92 17.19  -0.3712
239 H 20.60 15.18 17.49  0.0194
240 H 22.06 15.76 16.73  0.3586
241 H 22.44 15.22 19.20  0.5346
242 H 21.26 16.45 19.65  -0.0384
243 H 23.60 16.85 19.50  0.2649
244 C 13.32 18.74 17.68  -0.2801
245 C 14.42 18.85 18.71  0.7194
246 O 14.44 20.21 19.07  0.5451
247 H 12.36 18.97 18.13  0.0296
248 H 13.27 17.74 17.23  -0.2075
249 H 13.51 19.41 16.82  -0.2234
250 H 15.37 18.49 18.27  -0.6664
251 H 14.24 18.30 19.64  0.7045
252 H 15.19 20.39 19.68  -0.3973
253 C 22.78 19.08 13.70  -0.8453
254 C 22.62 19.82 15.04  0.9221
255 O 23.73 20.59 15.45  -0.5693
256 H 22.90 19.88 12.96  0.2718
257 H 21.90 18.49 13.46  -0.0221
258 H 23.61 18.37 13.67  0.4847
259 H 22.44 19.07 15.82  0.0949
260 H 21.72 20.45 15.04  -0.5030
261 H 24.48 19.99 15.54  0.2889
262 C 20.02 13.29 14.65  -1.4112
263 C 19.07 13.58 15.78  0.9576
264 O 17.80 13.03 15.48  -0.7691
265 H 21.03 13.62 14.90  0.3509
266 H 19.67 13.66 13.69  0.1845
267 H 20.11 12.21 14.61  0.4286
268 H 19.01 14.68 15.82  -0.5203
269 H 19.44 13.21 16.76  0.2781
270 H 17.21 13.15 16.24  0.2443
271 C 21.48 21.97 19.63  -0.9675
272 C 22.09 20.79 18.87  0.4569
273 O 21.91 19.63 19.69  -0.5481
274 H 22.01 22.09 20.59  0.4022
275 H 20.42 21.76 19.78  0.0284
276 H 21.63 22.90 19.11  0.1952
277 H 23.15 20.82 18.62  0.5417
278 H 21.55 20.60 17.93  -0.3771
279 H 22.21 18.89 19.16  0.2705
280 C 15.60 22.68 21.39  -0.9592
281 C 16.60 21.65 21.81  -0.3117
282 O 16.53 20.57 20.94  -0.4963
283 H 14.66 22.14 21.38  0.0239
284 H 15.82 23.07 20.39  0.1108
285 H 15.48 23.49 22.11  0.5622
286 H 16.42 21.23 22.81  0.3993
287 H 17.57 22.15 21.78  0.2395
288 H 17.34 20.06 21.06  0.2025
289 C 17.90 17.48 20.58  -0.3447
290 C 19.19 18.28 20.79  0.1382
291 O 18.92 19.32 21.72  -0.7327
292 H 17.53 17.19 21.57  0.5280
293 H 18.11 16.63 19.94  -0.0461
294 H 17.13 18.10 20.11  -0.2137
295 H 19.57 18.63 19.82  -0.0907
296 H 20.02 17.71 21.22  0.4909
297 H 19.67 19.91 21.64  0.3013

Results
gap between HOMO and LUMO = 8.8 eV
spin multiplicity = 1
lowest unoccupied orbital energy = 0.3680 eV